Entry 1:
Density functional theory data (ωB97M-V with the def2-TZVPD basis set) for an isolated molecule of C6H12N2O.

Energy = -420.458515 Ha
ΔE to the lowest compared entry with this formula, charge and spin = 78.7 kcal/mol
Charge = 0
Kohn-Sham gap = 8.493 eV
Lowest unoccupied orbital energy = 0.3 eV
Max |F| = 0.84 eV/Å

Each line ends with the Löwdin charge.
Cartesian coordinates (Å):
C -1.027 -0.458 -0.986  -0.363
C -0.338 0.547 -1.920  -0.061
C -0.299 -1.805 -0.880  -0.061
N -0.295 0.487 1.255  0.062
C -1.316 0.139 0.381  -0.429
C 1.025 0.603 1.160  -0.348
C 2.161 0.321 0.522  0.034
O 1.167 1.398 2.503  0.036
N -2.543 0.279 0.710  0.123
H 1.718 0.898 3.127  0.133
H 0.024 1.160 2.469  0.191
H -2.019 -0.655 -1.395  0.122
H -2.623 0.693 1.640  0.040
H -0.126 -2.218 -1.876  0.078
H -0.182 0.096 -2.903  0.078
H 0.631 0.877 -1.550  0.051
H -0.965 1.430 -2.051  0.082
H -0.907 -2.518 -0.320  0.082
H 0.665 -1.729 -0.379  0.052
H 2.145 -0.241 -0.395  0.043
H 3.103 0.695 0.889  0.055

Entry 2:
Density functional theory data (ωB97M-V with the def2-TZVPD basis set) for an isolated molecule of C6H12N2O3.

Energy = -570.866788 Ha
ΔE to the lowest compared entry with this formula, charge and spin = 148.1 kcal/mol
Charge = 0
Kohn-Sham gap = 9.481 eV
SMILES = CC(C)(N1CC(O)C1)[N+](=O)[O-]
Lowest unoccupied orbital energy = 0.6 eV
Max |F| = 4.66 eV/Å

Each line ends with the Löwdin charge.
Cartesian coordinates (Å):
C -0.403 1.484 -0.797  -0.090
C 1.134 0.038 -1.160  -0.116
C 1.152 1.580 -1.264  -0.282
C 0.290 -0.457 1.635  -0.032
C -2.099 -0.617 0.716  -0.015
C -0.619 -0.809 0.499  -0.435
N -0.318 0.029 -0.789  -0.101
N -0.354 -2.192 -0.060  -0.355
O -1.207 -2.741 -0.703  0.097
O 0.735 -2.634 0.178  0.076
O 1.935 2.241 -0.291  -0.025
H -0.515 1.842 0.211  0.095
H -1.231 1.751 -1.487  0.122
H 1.226 -0.415 -2.274  0.156
H 1.730 -0.489 -0.334  0.118
H 1.367 1.938 -2.258  0.124
H -0.234 -0.790 2.538  0.089
H 1.340 -0.871 1.702  0.102
H 0.569 0.606 1.833  0.103
H -2.734 -0.991 -0.163  0.120
H -2.316 -1.041 1.639  0.053
H -2.286 0.530 0.831  0.123
H 2.838 2.009 -0.201  0.074

Entry 3:
Density functional theory data (ωB97M-V with the def2-TZVPD basis set) for an isolated molecule of C6H12N2O4.

Energy = -646.244925 Ha
ΔE to the lowest compared entry with this formula, charge and spin = 57.4 kcal/mol
Charge = 0
Kohn-Sham gap = 9.571 eV
SMILES = C[C@H](NC(=O)[C@@H](N)CO)C(=O)O
Lowest unoccupied orbital energy = 0.4 eV
Max |F| = 3.46 eV/Å

Each line ends with the Löwdin charge.
Cartesian coordinates (Å):
C -1.439 -0.181 -0.103  -0.278
C -0.725 1.210 0.094  -0.384
C -2.931 0.119 -0.616  -0.227
C 1.879 0.624 -0.286  -0.241
C 2.054 -0.944 0.004  -0.465
C 3.201 1.327 0.043  -0.048
H -0.742 -1.324 1.514  0.007
H -2.230 -0.848 1.716  0.118
H -0.990 -0.543 -1.074  0.152
H -2.810 0.456 -1.690  0.132
H -3.297 0.984 -0.012  0.114
H -3.598 -1.657 -0.009  0.046
H 0.723 1.022 1.431  0.134
H 1.572 0.762 -1.318  0.146
H 3.084 2.421 -0.153  0.094
H 3.880 1.170 -0.813  0.083
H 3.674 0.999 0.986  0.094
H 2.920 -2.515 -0.671  0.162
N -1.519 -1.123 0.997  0.067
N 0.628 1.064 0.425  0.051
O -1.313 2.286 0.068  0.104
O -3.874 -0.911 -0.496  -0.054
O 1.318 -1.518 0.758  0.097
O 2.846 -1.538 -0.915  0.094

Entry 4:
Density functional theory data (ωB97M-V with the def2-TZVPD basis set) for an isolated molecule of C6H12N2O4.

Energy = -646.303558 Ha
ΔE to the lowest compared entry with this formula, charge and spin = 20.6 kcal/mol
Charge = 0
Kohn-Sham gap = 10.555 eV
SMILES = C[C@H](N)C(=O)N[C@@H](CO)C(=O)O
Lowest unoccupied orbital energy = 0.6 eV
Max |F| = 4.21 eV/Å

Each line ends with the Löwdin charge.
Cartesian coordinates (Å):
C -2.276 0.220 -0.454  -0.329
C -1.669 -0.269 0.879  -0.425
C -2.036 -0.687 -1.722  -0.013
C 0.718 0.154 -0.021  -0.236
C 1.786 -0.887 -0.152  -0.434
C 1.345 1.376 0.565  -0.273
H -2.393 2.224 -0.157  0.085
H -1.731 1.780 -1.587  0.078
H -3.356 0.261 -0.282  0.133
H -2.532 -0.224 -2.597  0.093
H -0.987 -0.859 -1.810  0.048
H -2.534 -1.619 -1.604  0.069
H 0.046 -0.727 1.756  0.161
H 0.438 0.387 -0.993  0.126
H 0.569 2.135 0.778  0.128
H 1.831 1.156 1.547  0.145
H 3.084 1.481 -0.160  0.112
H 0.430 -2.182 -0.094  0.106
N -1.766 1.583 -0.602  0.060
N -0.297 -0.509 0.822  0.108
O -2.326 -0.497 1.872  0.088
O 3.014 -0.719 -0.095  0.093
O 2.249 2.012 -0.249  -0.038
O 1.359 -2.142 -0.393  0.113

Entry 5:
Density functional theory data (ωB97M-V with the def2-TZVPD basis set) for a structure of composition C6H12N2O4S.

Energy = -1044.317658 Ha
ΔE to the lowest compared entry with this formula, charge and spin = 127.4 kcal/mol
Charge = 0
Kohn-Sham gap = 9.749 eV
Lowest unoccupied orbital energy = 0.3 eV
Max |F| = 8.33 eV/Å

Each line ends with the Löwdin charge.
Cartesian coordinates (Å):
C 1.529 -0.639 0.467  -0.528
C 0.423 -1.102 -0.654  -0.249
C 2.786 -0.268 0.087  -0.655
C -1.555 0.342 0.036  -0.144
C -2.980 -0.195 -0.212  -0.486
C -1.265 1.891 -0.241  -0.160
H 1.160 -1.720 2.370  0.159
H 1.476 -2.777 0.577  0.204
H 1.361 0.314 0.944  0.101
H 3.440 -0.104 0.959  0.094
H 3.112 -1.193 -0.554  0.123
H 3.618 1.932 0.156  -0.007
H -1.435 -1.165 -1.539  0.156
H -1.321 0.323 1.019  0.115
H -2.192 2.442 0.124  0.140
H -1.368 1.911 -1.345  0.129
H 0.569 1.744 -0.224  -0.012
H -4.853 0.208 -0.045  0.161
N 1.831 -1.815 1.348  -0.034
N -0.849 -0.629 -0.853  0.107
O 0.761 -2.304 -1.170  -0.100
O -3.180 -0.992 -1.061  0.125
O 0.001 2.267 0.365  -0.075
O -3.999 0.338 0.443  0.129
S 2.931 1.190 -0.999  0.707

Entry 6:
Density functional theory data (ωB97M-V with the def2-TZVPD basis set) for an isolated molecule of C6H12N2Si2.

Energy = -924.257808 Ha
Charge = 0
Kohn-Sham gap = 9.961 eV
SMILES = Cc1cccnc1N([SiH3])[SiH3]
Lowest unoccupied orbital energy = 0.6 eV
Max |F| = 4.99 eV/Å

Each line ends with the Löwdin charge.
Cartesian coordinates (Å):
C 2.877 0.605 -0.082  -0.071
C 2.313 -0.623 -0.026  -0.016
C 2.031 1.727 -0.301  -0.112
C 0.879 -0.816 -0.009  -0.207
C 0.236 0.359 -0.122  -0.330
C 0.274 -2.158 0.426  -0.012
N 0.713 1.573 -0.300  0.109
N -1.451 0.252 -0.057  -0.423
Si -2.062 0.750 1.497  0.520
Si -2.151 0.140 -1.585  0.463
H 3.872 0.873 -0.037  0.076
H 3.058 -1.380 -0.008  0.106
H 2.546 2.748 -0.340  0.131
H 0.601 -2.844 -0.370  0.092
H 0.750 -2.533 1.342  0.094
H -0.730 -1.952 0.409  0.020
H -0.892 1.339 2.108  -0.075
H -3.262 1.713 0.978  -0.043
H -2.683 -0.046 2.579  -0.105
H -3.357 -0.589 -1.361  -0.090
H -2.492 1.411 -2.426  -0.067
H -1.071 -0.547 -2.318  -0.058

Entry 7:
Density functional theory data (ωB97M-V with the def2-TZVPD basis set) for a cluster of 2 separate species, C6H12N3O in total.

Energy = -474.889022 Ha
ΔE to the lowest compared entry with this formula, charge and spin = 164.4 kcal/mol
Charge = +1
Kohn-Sham gap (spin up / spin down) = 7.413 / 7.407 eV
Lowest unoccupied orbital energy (spin up / spin down) = -4.6 / -4.6 eV
Max |F| = 4.44 eV/Å

Each line ends with the Löwdin charge.
Cartesian coordinates (Å):
C -0.843 -1.818 -0.645  -0.116
C -2.332 0.729 0.518  -0.002
C -2.023 -1.907 0.205  -0.128
C -2.702 -0.557 -0.126  -0.154
C 0.202 0.145 0.275  -0.131
C 2.236 0.333 1.455  -0.062
N 0.046 -0.936 -0.378  0.141
N -2.780 1.658 1.161  0.263
N 3.243 1.520 -1.881  0.006
O 1.022 0.802 0.967  -0.018
H -0.816 -2.132 -1.686  0.144
H -2.715 -2.698 -0.130  0.140
H -2.014 -1.896 1.259  0.119
H -3.736 -0.741 0.217  0.156
H -2.757 -0.370 -1.230  0.158
H 2.205 -0.750 1.753  0.108
H 2.321 0.846 2.452  0.116
H 3.182 0.406 0.801  0.116
H -2.436 2.560 1.361  0.103
H 4.125 1.386 -1.361  0.022
H 3.239 2.433 -2.194  -0.033
H 3.333 0.986 -2.795  0.051

Entry 8:
Density functional theory data (ωB97M-V with the def2-TZVPD basis set) for a cluster of 2 separate species, C6H12N3O3P in total.

Energy = -967.138710 Ha
ΔE to the lowest compared entry with this formula, charge and spin = 8.6 kcal/mol
Charge = -2
Kohn-Sham gap = 6.161 eV
Lowest unoccupied orbital energy = 6.0 eV
Max |F| = 4.67 eV/Å

Each line ends with the Löwdin charge.
Cartesian coordinates (Å):
C -1.818 -1.296 0.751  -0.344
C 1.540 -0.944 -0.579  -0.163
C 0.428 -2.826 0.147  -0.177
C -0.069 3.120 -0.340  -0.220
C -0.831 2.118 -2.314  -0.104
C -0.624 -0.744 0.226  -0.347
N -2.800 -1.857 1.049  0.090
N 0.274 -1.572 -0.538  -0.271
N 0.028 2.883 -1.711  -0.090
O 1.027 1.120 1.568  -0.478
O -1.307 0.448 2.537  -0.442
O 0.704 -1.145 2.758  -0.437
P 0.036 -0.012 2.015  0.158
H 1.529 0.006 -0.932  0.038
H 1.976 -0.969 0.432  0.073
H 2.233 -1.664 -1.112  0.080
H -0.573 -3.307 -0.020  0.061
H 1.284 -3.512 -0.353  0.100
H 0.517 -2.803 1.340  0.108
H 0.629 3.839 0.065  0.057
H -1.041 3.117 0.236  0.104
H 0.265 2.267 0.280  0.029
H -0.823 1.958 -3.396  0.034
H -1.663 1.569 -1.880  0.054
H -0.920 0.206 -0.230  0.086

Entry 9:
Density functional theory data (ωB97M-V with the def2-TZVPD basis set) for the ion C6H12N3O3S with charge +1.

Energy = -1023.688714 Ha
ΔE to the lowest compared entry with this formula, charge and spin = 0.0 kcal/mol
Charge = +1
Kohn-Sham gap = 9.239 eV
Lowest unoccupied orbital energy = -4.0 eV
Max |F| = 4.57 eV/Å

Each line ends with the Löwdin charge.
Cartesian coordinates (Å):
C 1.308 1.494 -0.095  -0.382
C -1.248 1.274 0.092  -0.496
C 2.111 2.701 -0.372  0.031
C -2.057 -2.119 -1.294  -0.008
C -2.481 -1.244 1.127  0.000
C -1.929 -1.046 -0.233  -0.361
N 0.095 1.616 0.400  0.187
N -1.260 0.023 -0.510  0.169
N 1.892 0.406 -0.498  0.008
O -2.151 2.059 0.214  0.151
O 0.977 -1.965 0.766  -0.371
O 3.379 -1.574 0.680  -0.271
S 2.013 -1.570 -0.093  1.007
H 3.139 2.518 -0.498  0.088
H 1.921 3.427 0.351  0.085
H 1.707 3.220 -1.248  0.130
H -1.677 -1.723 -2.306  0.112
H -1.228 -2.836 -0.855  0.126
H -3.000 -2.546 -1.454  0.061
H -2.815 -0.342 1.539  0.067
H -1.574 -1.458 1.758  0.110
H -3.158 -2.111 1.244  0.107
H 3.497 -1.457 1.685  0.160
H -0.103 2.567 0.755  0.173
H 2.641 0.686 -1.154  0.119

Entry 10:
Density functional theory data (ωB97M-V with the def2-TZVPD basis set) for a structure of composition C6H12N3OSSe4W.

Energy = -10546.187056 Ha
ΔE to the lowest compared entry with this formula, charge and spin = 5.1 kcal/mol
Charge = +1
Kohn-Sham gap (spin up / spin down) = 7.179 / 5.835 eV
Spin multiplicity = 3
Lowest unoccupied orbital energy (spin up / spin down) = -4.9 / -6.3 eV
Max |F| = 1.30 eV/Å

Each line ends with the Löwdin charge.
Cartesian coordinates (Å):
W 1.826 0.240 2.434  0.124
Se 2.330 -1.259 0.812  0.290
Se 4.140 1.458 2.387  0.269
Se 3.930 -0.068 3.965  0.186
Se 0.831 -0.515 4.450  0.231
C 0.530 1.532 -2.441  -0.062
C -0.866 1.500 -1.834  -0.200
N -0.850 1.162 -0.410  0.029
C -0.714 -0.052 0.102  -0.746
S -0.679 -0.203 1.845  0.533
N -0.680 -1.111 -0.692  0.021
C -0.719 -2.517 -0.262  -0.278
C -2.126 -3.085 -0.330  -0.065
H 0.472 1.779 -3.500  0.087
H 1.036 0.570 -2.340  0.070
H 1.140 2.290 -1.949  0.080
H -1.516 0.796 -2.358  0.119
H -1.343 2.474 -1.914  0.130
H -0.858 1.911 0.264  0.109
H -0.806 -0.955 -1.681  0.139
H -0.332 -2.562 0.752  0.055
H -0.038 -3.067 -0.911  0.120
H -2.779 -2.576 0.380  0.080
H -2.109 -4.145 -0.081  0.086
H -2.550 -2.980 -1.329  0.081
O 0.568 4.186 1.158  0.165
C 0.919 3.142 1.549  -0.455
N 1.242 2.056 1.933  -0.199